# 1
The following is a DFT calculation (ωB97M-V/def2-TZVPD) of C20H32N6S4SbSeTi as an isolated structure.

spin multiplicity: 2
energy above the lowest of the compared OMol25 structures with the same formula, charge and spin: 16.5 kcal/mol
E_HOMO (alpha / beta): -6.81 / -6.99 eV
Kohn-Sham gap (alpha / beta): 6.74 / 6.66 eV
charge: 0

Geometry as XYZ:
```
65
C20H32N6S4SbSeTi (ωB97M-V/def2-TZVPD)
Ti 0.89434 1.70896 -0.06710
S 2.48698 5.56198 1.73086
Sb 0.67247 4.94084 0.46850
S 1.74157 3.55540 -1.25823
S -0.12437 2.83531 1.63005
C 5.65099 2.54988 -0.30246
N 4.38368 1.98277 -0.70378
C 4.17787 0.70857 -0.92246
N 5.20180 -0.16276 -0.85990
S 2.62811 0.03356 -1.29063
H 5.49746 3.61017 -0.11689
H 6.40664 2.44248 -1.08648
H 6.00697 2.08542 0.62065
H 3.55732 2.60401 -0.73612
H 6.16028 0.14079 -0.81414
H 5.01175 -1.12094 -1.08970
C -5.56017 -0.50908 1.63829
C -4.84548 -0.43206 0.29877
C -4.09900 0.87758 0.08870
C -2.82092 1.04444 0.90728
N -1.81538 0.05543 0.52525
C -1.05941 0.16163 -0.59350
Se -1.09642 1.52781 -1.79903
N -0.46059 -1.05940 -0.79191
C 0.05061 -1.54910 -2.06743
C -0.92574 -2.53230 -2.70440
C -2.20635 -1.88106 -3.22047
C -1.99657 -1.06973 -4.48866
C -0.76191 -1.88684 0.27213
C -0.32915 -3.17062 0.58628
C -0.79831 -3.71464 1.76591
C -1.65009 -2.99863 2.61400
C -2.06448 -1.71505 2.31279
C -1.61211 -1.17596 1.11682
H -6.20422 -1.38525 1.69712
H -6.18381 0.37113 1.79624
H -4.86609 -0.56649 2.47654
H -5.57443 -0.54979 -0.50567
H -4.15751 -1.27667 0.19378
H -4.75549 1.71317 0.34664
H -3.84124 1.00935 -0.96719
H -2.99409 0.92486 1.97716
H -2.37262 2.03199 0.76675
H 1.02581 -2.00782 -1.89324
H 0.20803 -0.67109 -2.69864
H -1.17224 -3.31985 -1.98801
H -0.39899 -3.02596 -3.52658
H -2.62836 -1.24067 -2.43568
H -2.94942 -2.66017 -3.40141
H -1.41699 -0.16731 -4.29827
H -2.94431 -0.76044 -4.92284
H -1.46780 -1.65607 -5.23979
H 0.34604 -3.71325 -0.05724
H -0.49308 -4.71241 2.04738
H -1.98471 -3.45746 3.53251
H -2.69962 -1.15995 2.98554
N 3.14833 2.48172 2.02693
C 4.01207 2.09047 2.96885
C 3.95620 0.71212 3.04117
C 2.99472 0.36526 2.08791
N 2.50377 1.44298 1.48511
H 2.87436 3.46549 1.85358
H 4.58291 2.82034 3.51305
H 4.51407 0.06241 3.68714
H 2.63632 -0.60952 1.78818
```

=====

# 2
The following is a DFT calculation (ωB97M-V/def2-TZVPD) of a 3-piece molecular cluster, C20H33ClN2O2 overall.

SMILES: NN1C(=O)c2ccc(Cl)cc2C1=O.CCCCCC.CCCCCC
E_HOMO: -8.95 eV
Kohn-Sham gap: 7.23 eV
charge: 0

Geometry as XYZ:
```
58
C20H33ClN2O2 (ωB97M-V/def2-TZVPD)
N 6.26027 3.99900 3.37339
N 6.07509 5.16335 2.64482
C 5.55243 6.13044 3.72819
O 6.22800 7.09897 4.35288
C 3.97609 5.69834 3.85205
C 2.88669 5.79684 5.07303
C 1.35060 5.23581 4.72168
C 0.97946 4.63879 3.20399
Cl -0.76762 4.08667 2.90107
C 2.12309 4.54041 1.98741
C 3.62275 5.07602 2.37716
C 5.03098 5.14956 1.54158
O 5.28626 5.23187 0.23355
H 6.25575 4.17194 4.40955
H 5.59162 3.24162 3.11255
H 3.20303 6.22326 6.11755
H 0.52698 5.26203 5.55958
H 1.90045 4.13191 0.91367
C -0.79225 2.08514 -0.25563
C -2.13040 1.71777 0.36694
C -2.42897 0.21751 0.31557
C -2.54552 -0.37897 -1.09220
C -3.60528 0.26513 -1.98890
C -5.01931 0.11625 -1.45016
H -0.75973 1.83532 -1.31999
H -0.61668 3.16153 -0.16278
H 0.02776 1.56342 0.24732
H -2.93064 2.28576 -0.11891
H -2.12362 2.03429 1.41713
H -3.35375 0.02389 0.87187
H -1.63820 -0.32088 0.85359
H -2.76473 -1.44951 -0.99648
H -1.57453 -0.31646 -1.59593
H -3.55807 -0.20839 -2.97768
H -3.38153 1.32613 -2.14682
H -5.28113 -0.93998 -1.33104
H -5.73648 0.56551 -2.14643
H -5.13924 0.61415 -0.48423
C -0.61539 -7.23605 -0.87200
C -0.90082 -6.81158 -2.30432
C 0.20483 -5.94268 -2.90857
C 0.43879 -4.59941 -2.20709
C -0.78396 -3.68264 -2.12686
C -1.30543 -3.25585 -3.48987
H -0.54630 -6.37463 -0.20154
H -1.42020 -7.87935 -0.50250
H 0.32200 -7.79749 -0.81151
H -1.86457 -6.29371 -2.34956
H -1.00813 -7.71355 -2.91919
H -0.02454 -5.76718 -3.96628
H 1.14648 -6.50642 -2.89644
H 1.24430 -4.07145 -2.73214
H 0.81048 -4.77831 -1.19205
H -0.50715 -2.78291 -1.56295
H -1.58836 -4.16393 -1.55938
H -0.53044 -2.72862 -4.05536
H -2.15754 -2.57705 -3.37105
H -1.64366 -4.11162 -4.08027
```

=====

# 3
The following is a DFT calculation (ωB97M-V/def2-TZVPD) of one molecule with the formula C20H33ClN2O4.

SMILES: CN(CC1(O)CN(C(=O)C[C@@H]2C[C@@H](O)C2(C)C)C1)C(=O)C1(Cl)CCCCC1
energy above the lowest of the compared OMol25 structures with the same formula, charge and spin: 8.5 kcal/mol
E_HOMO: -9.32 eV
Kohn-Sham gap: 9.66 eV
charge: 0

Geometry as XYZ:
```
60
C20H33ClN2O4 (ωB97M-V/def2-TZVPD)
C -3.60345 -3.01686 -2.19805
N -2.58850 -2.53527 -1.26170
C -1.36527 -2.05029 -1.86044
C -1.51330 -0.76206 -2.67315
O -2.07192 -1.11898 -3.91211
C -2.17177 0.41435 -1.91874
N -0.83419 0.95833 -1.71976
C -0.50504 2.16901 -1.20486
O -1.35103 2.87310 -0.68221
C 0.96600 2.52741 -1.19583
C 1.53811 2.14947 0.16904
C 1.11472 2.96970 1.40691
C 2.54292 2.82084 1.94729
O 2.57226 1.72711 2.85044
C 3.02165 2.46813 0.50580
C 3.99970 1.31858 0.35630
C 3.53532 3.71976 -0.19617
C -0.19852 0.06840 -2.69200
C -3.06650 -2.26409 -0.00288
O -4.24780 -2.43297 0.21664
C -2.08010 -1.96330 1.18187
Cl -3.13856 -1.67049 2.61640
C -1.16347 -0.72566 1.12355
C -0.23873 -0.63413 2.33813
C 0.59633 -1.90499 2.48129
C -0.29058 -3.14331 2.58594
C -1.24671 -3.23934 1.39988
H -4.18916 -3.80191 -1.72645
H -4.28686 -2.22161 -2.50272
H -3.10195 -3.40189 -3.08242
H -0.60899 -1.91730 -1.09925
H -0.98767 -2.81027 -2.54976
H -2.28644 -0.32152 -4.40760
H -2.79127 1.04422 -2.56611
H -2.73334 0.19160 -1.01321
H 1.50807 2.01786 -1.99484
H 1.04486 3.60240 -1.35629
H 1.36062 1.08468 0.35403
H 0.86993 3.99865 1.14498
H 0.32484 2.57376 2.04156
H 3.00848 3.70267 2.39865
H 3.48670 1.54813 3.09142
H 4.99105 1.58529 0.73294
H 3.65189 0.43374 0.89105
H 4.11436 1.05229 -0.69762
H 4.50554 4.00851 0.21407
H 3.66433 3.54858 -1.26735
H 2.85861 4.56681 -0.07098
H 0.71065 -0.43438 -2.35699
H -0.02023 0.54211 -3.66295
H -0.50908 -0.78376 0.25688
H -1.75397 0.18246 1.01992
H 0.41934 0.22759 2.21554
H -0.82120 -0.46824 3.24447
H 1.25495 -2.00228 1.60859
H 1.24612 -1.82819 3.35508
H 0.31784 -4.04950 2.62665
H -0.86830 -3.10489 3.51188
H -1.92311 -4.08989 1.50288
H -0.66820 -3.39811 0.48232
```

=====

# 4
The following is a DFT calculation (ωB97M-V/def2-TZVPD) of one molecule with the formula C20H33N3O3S.

SMILES: CCCS(=O)(=O)N1CCC[C@@H](C(=O)NCCCN(C)Cc2ccccc2)C1
energy above the lowest of the compared OMol25 structures with the same formula, charge and spin: 7.6 kcal/mol
E_HOMO: -9.01 eV
Kohn-Sham gap: 9.65 eV
charge: 0

Geometry as XYZ:
```
60
C20H33N3O3S (ωB97M-V/def2-TZVPD)
C 3.69824 1.71143 2.56017
C 3.52573 0.55205 1.58405
C 2.51004 0.86510 0.50646
S 2.43225 -0.52542 -0.65380
O 1.44996 -0.21934 -1.65919
O 3.76341 -0.82371 -1.09311
N 1.91386 -1.76136 0.36034
C 2.56332 -3.04346 0.16283
C 2.00222 -3.77412 -1.05437
C 0.49115 -3.93415 -0.91703
C -0.16865 -2.56774 -0.72665
C -1.66666 -2.71679 -0.47831
O -2.17551 -3.75946 -0.11600
N -2.37610 -1.59262 -0.70753
C -3.79981 -1.53430 -0.47633
C -4.16903 -0.68986 0.74447
C -3.95917 0.80589 0.51016
N -2.56934 1.16708 0.26150
C -1.78468 1.11810 1.47908
C -2.47964 2.49371 -0.34673
C -1.08402 2.80462 -0.81773
C -0.57293 2.17024 -1.94297
C 0.69507 2.46877 -2.40578
C 1.47252 3.40165 -1.74002
C 0.97718 4.03195 -0.61092
C -0.29528 3.73556 -0.15402
C 0.47457 -1.85520 0.47303
H 4.03583 2.60271 2.03707
H 2.75563 1.93932 3.05268
H 4.43247 1.45967 3.32067
H 4.47580 0.32558 1.09808
H 3.20325 -0.34308 2.11870
H 2.78672 1.73353 -0.08633
H 1.50775 1.00654 0.89936
H 3.62613 -2.83829 0.03642
H 2.41226 -3.63480 1.07174
H 2.23275 -3.18301 -1.94360
H 2.48142 -4.74927 -1.15136
H 0.07663 -4.41821 -1.80253
H 0.25374 -4.56295 -0.05588
H -0.00316 -1.94669 -1.61088
H -1.91336 -0.70936 -0.87281
H -4.29082 -1.12890 -1.36703
H -4.12831 -2.56573 -0.32557
H -5.22589 -0.84669 0.96763
H -3.59476 -1.03565 1.60385
H -4.54034 1.09226 -0.37083
H -4.36329 1.36696 1.37235
H -0.75987 1.40969 1.25214
H -2.17578 1.79808 2.25352
H -1.78096 0.10577 1.87771
H -2.81684 3.27484 0.35798
H -3.15017 2.50585 -1.21097
H -1.17654 1.44140 -2.46201
H 1.07747 1.96898 -3.28068
H 2.46093 3.64192 -2.10433
H 1.57855 4.76149 -0.08720
H -0.68234 4.23959 0.72122
H 0.09024 -0.83842 0.55462
H 0.24619 -2.40175 1.39470
```

=====

Computed values of max |F| (unit: hartree/bohr) for the preceding records, in sequence: 0.036, 0.177, 0.005, 0.019.